Computed, not measured: a molecular structure, C30H32AsBBrNO2RhS, with ωB97M-V/def2-TZVPD.

## Properties
HOMO level: -0.378 Ha
ΔE to the lowest compared entry with this formula, charge and spin: 0.000 eV
Lowest unoccupied orbital energy: -3.71 eV
E: -182613.198 eV
Total charge: +1
F_max: 1.56 eV/Å

Positions of all 70 atoms, in Å:
1 Rh -0.253 0.079 0.737
2 C -0.152 5.660 -1.310
3 C 0.560 4.406 -0.903
4 C 1.942 4.352 -0.752
5 C 2.564 3.175 -0.362
6 C 1.756 2.086 -0.147
7 Br 2.400 0.373 0.420
8 N 0.443 2.095 -0.294
9 C -0.145 3.233 -0.653
10 H 0.552 6.465 -1.512
11 H -0.830 5.991 -0.522
12 H -0.747 5.497 -2.210
13 H 2.538 5.237 -0.938
14 H 3.636 3.110 -0.234
15 H -1.226 3.197 -0.740
16 S -2.485 0.451 0.758
17 C -3.219 0.099 2.297
18 C -4.593 0.253 2.453
19 C -5.163 0.094 3.707
20 C -4.382 -0.222 4.810
21 C -3.018 -0.407 4.652
22 C -2.448 -0.264 3.397
23 As -0.593 -0.676 3.018
24 C -0.591 -2.607 3.081
25 C -1.741 -3.348 3.307
26 C -1.670 -4.733 3.372
27 C -0.449 -5.378 3.235
28 C 0.703 -4.635 3.011
29 C 0.631 -3.254 2.922
30 C 0.508 -0.267 4.559
31 C 0.840 -1.276 5.458
32 C 1.571 -0.961 6.594
33 C 1.968 0.348 6.828
34 C 1.636 1.352 5.929
35 C 0.906 1.047 4.792
36 H -5.205 0.518 1.600
37 H -6.230 0.229 3.828
38 H -4.835 -0.329 5.787
39 H -2.396 -0.672 5.499
40 H -2.698 -2.856 3.424
41 H -2.571 -5.307 3.543
42 H -0.392 -6.456 3.305
43 H 1.659 -5.132 2.902
44 H 1.536 -2.679 2.748
45 H 0.531 -2.294 5.276
46 H 1.828 -1.742 7.297
47 H 2.539 0.586 7.716
48 H 1.946 2.372 6.114
49 H 0.642 1.829 4.090
50 C 0.924 -3.560 -2.792
51 C 0.529 -3.470 -1.328
52 C 1.435 -4.361 -0.496
53 O 0.760 -2.110 -0.875
54 B -0.279 -1.750 -0.037
55 O -1.254 -2.702 0.016
56 C -0.993 -3.662 -1.041
57 C -1.885 -3.253 -2.207
58 C -1.372 -5.043 -0.538
59 H 1.999 -3.411 -2.883
60 H 0.416 -2.808 -3.392
61 H 0.681 -4.548 -3.188
62 H 2.459 -3.999 -0.589
63 H 1.399 -5.393 -0.849
64 H 1.147 -4.337 0.549
65 H -1.630 -2.253 -2.560
66 H -2.920 -3.244 -1.868
67 H -1.798 -3.954 -3.039
68 H -0.872 -5.272 0.401
69 H -1.109 -5.802 -1.278
70 H -2.449 -5.082 -0.375